Record 1
Entry from the Open Molecules 2025 dataset: a 2-piece molecular cluster, C12H20O overall (ωB97M-V with the def2-TZVPD basis set).

Its spin multiplicity is 1. The calculation puts the LUMO energy at 0.82 eV. The calculation puts the energy at -14814.9416 eV. The HOMO energy comes out at -0.3077 Ha. The SMILES is CCc1ccc(O)cc1.CC(C)C. As for the energy relative to the best compared isomer or geometry (same formula, charge and spin): 29.28 kcal per mole.

Structure (XYZ):
```
33
Properties=species:S:1:pos:R:3:forces:R:3:nbo_charge:R:1
C 2.011814 3.302729 1.942306 1.41 -1.45 0.29 -0.616
C 1.690465 1.819129 2.268667 -2.02 -0.04 -1.96 -0.406
C 0.223302 1.526500 1.866061 1.38 -0.85 1.89 -0.039
C -0.158052 1.329528 0.556954 -1.30 -0.06 0.19 -0.199
C -1.501567 1.019545 0.316431 0.72 0.09 -1.39 -0.266
C -2.387624 0.743487 1.311783 -0.98 0.66 1.76 0.290
O -3.665755 0.473966 0.924340 0.13 0.17 -1.36 -0.684
C -2.011680 0.926235 2.655435 0.86 -0.60 -0.62 -0.281
C -0.681349 1.248669 2.903724 -1.17 0.53 -0.42 -0.193
H 1.754119 3.851793 2.845994 0.20 0.63 -0.44 0.214
H 1.624382 3.703647 1.008262 -0.89 -0.19 0.28 0.216
H 3.078791 3.288529 1.696455 0.22 0.63 0.77 0.207
H 2.226354 1.114418 1.627159 0.59 0.26 0.24 0.203
H 1.821483 1.528563 3.310432 0.25 0.33 -0.06 0.210
H 0.501877 1.361764 -0.300327 0.23 0.39 0.18 0.216
H -1.892836 1.031781 -0.700890 0.19 -0.35 0.14 0.222
H -4.247405 0.133929 1.583607 -0.17 -0.25 1.06 0.484
H -2.625648 0.749906 3.532322 -0.41 -0.06 -0.40 0.212
H -0.486348 1.347163 3.965602 0.79 0.13 -0.16 0.207
C 1.734248 -2.190729 -2.755049 -0.83 1.95 -0.49 -0.609
C 0.337963 -1.862736 -2.144655 1.51 -0.51 1.41 -0.216
C -0.645334 -1.441649 -3.205421 -0.71 -1.41 -0.15 -0.611
C -0.020968 -3.107447 -1.306906 -2.20 1.23 0.51 -0.621
H 1.819261 -3.138262 -3.260877 -0.23 -0.67 0.27 0.206
H 2.527197 -2.032681 -2.028849 0.11 -0.24 -0.03 0.209
H 1.839818 -1.467571 -3.568061 0.61 0.17 0.04 0.196
H 0.418278 -1.047113 -1.376020 0.33 -0.33 -0.92 0.193
H -0.851286 -2.286126 -3.888763 0.05 0.06 0.27 0.198
H -1.608817 -1.181892 -2.761755 0.06 0.31 -0.13 0.213
H -0.262028 -0.680462 -3.862623 0.09 0.69 0.08 0.211
H -0.704016 -2.852645 -0.473032 0.14 0.30 -0.24 0.203
H -0.702044 -3.721352 -1.915267 1.06 -0.82 0.12 0.210
H 0.843399 -3.490631 -0.767055 0.01 -0.69 -0.71 0.217
```
Forces are in eV/Å.

Record 2
Entry from the Open Molecules 2025 dataset: C37H32IrN5O4PSSe as an isolated structure (ωB97M-V with the def2-TZVPD basis set).

The expectation value of S² is 6.018. Its spin multiplicity is 5. The calculation puts the LUMO energy (spin up / spin down) at 2.38 / 1.67 eV. The calculation puts the energy at -142838.0425 eV. The HOMO energy (spin up / spin down) comes out at -0.1337 / -0.1674 Ha. Its charge is -1. As for the energy relative to the best compared isomer or geometry (same formula, charge and spin): 19.59 kcal per mole.

Structure (XYZ):
```
82
Properties=species:S:1:pos:R:3:forces:R:3:mulliken_spin:R:1
Ir -0.394643 -0.038941 -0.096937 0.96 -1.49 0.84 2.525
C 4.856005 4.970190 3.580695 -0.04 -0.04 -0.06 0.000
C 3.612663 4.147409 3.367520 -0.04 0.06 0.11 0.000
C 2.485861 4.336917 4.161135 0.09 -0.04 -0.08 0.000
C 1.366550 3.529495 4.008091 -0.10 -0.04 0.07 0.000
C 1.357833 2.545970 3.037959 -0.16 -0.17 0.07 0.003
C 2.465005 2.351476 2.225781 0.01 0.00 -0.13 -0.010
C 3.583337 3.151024 2.393376 0.00 -0.02 -0.02 -0.002
S -0.035905 1.366546 2.950816 0.28 0.13 -0.57 0.011
O -1.026730 1.899977 3.903751 -0.18 0.13 0.24 0.007
O 1.594321 -1.719217 3.731979 -0.15 -0.06 0.06 0.018
N -0.493683 1.615455 1.355593 -0.27 -0.28 0.00 0.169
C -1.385294 2.604710 1.030973 0.21 0.51 0.30 -0.030
C -1.544257 3.808833 1.712010 0.13 -0.24 -0.17 0.033
C -2.363610 4.824202 1.207102 -0.16 0.04 -0.20 -0.011
C -3.046296 4.679530 0.026634 0.04 0.20 0.10 0.027
C -2.969004 3.456831 -0.668558 0.03 -0.16 0.08 -0.006
C -3.639484 3.220068 -1.886761 0.10 -0.27 0.01 0.019
C -3.554015 1.985347 -2.472617 -0.33 0.37 -0.02 -0.014
C -2.852733 0.972621 -1.815579 0.21 -0.34 0.35 0.016
N -2.186541 1.157949 -0.693171 -0.19 0.63 -0.62 0.064
C -2.188041 2.400669 -0.136893 -0.19 0.14 0.05 0.016
H 4.714291 5.691409 4.384935 0.02 0.02 0.00 0.000
H 5.131724 5.515202 2.675917 0.01 0.01 0.00 0.000
H 5.696937 4.325888 3.844673 0.03 0.03 0.01 0.000
H 2.489716 5.112631 4.918777 0.01 -0.01 0.02 0.000
H 0.497188 3.642043 4.645685 -0.01 -0.01 -0.01 0.000
H 2.444644 1.570071 1.472012 0.00 0.02 0.01 0.013
H 4.457207 2.991988 1.770339 -0.01 -0.03 -0.01 0.000
H -0.990894 3.978932 2.619150 0.01 -0.01 0.07 0.005
H -2.431436 5.758187 1.752233 0.01 -0.01 0.01 -0.001
H -3.638195 5.488066 -0.385116 -0.02 -0.02 0.01 0.001
H -4.219616 4.017891 -2.334332 0.03 0.01 -0.04 0.001
H -4.042838 1.776584 -3.414022 0.00 -0.05 0.01 0.000
H -2.846580 -0.033521 -2.214144 0.09 0.02 -0.08 0.007
N -1.204299 -2.041768 -1.330681 -0.07 0.10 -0.17 0.199
C -1.031957 -1.964598 -2.780047 0.26 0.49 -0.06 -0.022
C -0.373215 -0.630917 -3.255842 -0.17 -0.48 -0.21 0.017
O -0.296920 -0.476905 -4.474494 0.01 0.02 0.21 0.017
O 0.032518 0.165858 -2.353085 0.04 0.28 0.32 0.129
H -0.618960 -2.736873 -0.888342 0.01 0.00 0.15 -0.014
H -2.158809 -2.212424 -1.048726 0.03 -0.12 0.10 -0.006
H -1.989412 -2.042096 -3.296467 0.01 -0.06 -0.01 0.001
H -0.391498 -2.760725 -3.165759 -0.07 -0.06 0.03 0.004
N 1.313487 -1.030377 0.484896 -0.15 0.49 -0.95 0.319
P 2.564546 -1.731793 -0.096518 0.16 -0.01 0.55 0.060
C 4.068751 -1.390188 0.887732 -0.09 -0.05 -0.04 0.016
C 3.932200 -0.776022 2.125620 -0.10 0.05 -0.09 0.015
C 5.057382 -0.517636 2.897547 0.07 0.00 0.03 0.000
C 6.313890 -0.879347 2.434393 -0.02 0.00 0.04 0.000
C 6.452000 -1.491410 1.193665 0.05 -0.05 -0.06 0.001
C 5.331565 -1.744353 0.419063 0.00 0.02 0.10 -0.001
C 3.151919 -1.245570 -1.759300 -0.37 0.12 0.13 0.032
C 3.286934 0.132769 -1.921166 -0.07 -0.02 -0.05 -0.018
C 3.683731 0.661858 -3.134556 -0.02 0.05 0.01 -0.002
C 3.938907 -0.183087 -4.205241 0.00 0.00 -0.04 0.001
C 3.828494 -1.553605 -4.046606 0.04 -0.05 -0.08 0.000
C 3.436332 -2.088002 -2.827103 0.08 -0.07 0.14 -0.002
C 2.524124 -3.569130 -0.089827 -0.08 0.08 -0.04 0.028
C 3.106808 -4.289909 0.950714 0.04 0.11 -0.08 -0.003
C 2.979034 -5.669328 1.010659 0.00 -0.07 0.02 0.000
C 2.255512 -6.348136 0.041083 0.02 0.04 0.05 0.001
C 1.648283 -5.637715 -0.984490 -0.05 -0.09 -0.05 0.000
C 1.781769 -4.260445 -1.046669 0.07 0.05 0.01 -0.006
H 2.935531 -0.527444 2.474540 0.21 0.01 -0.04 -0.003
H 4.951184 -0.040208 3.863861 -0.03 0.00 0.00 0.000
H 7.190411 -0.693000 3.043176 0.01 0.03 -0.01 0.000
H 7.434812 -1.771230 0.833949 0.00 0.01 -0.01 0.000
H 5.426976 -2.222927 -0.549171 0.06 0.01 -0.01 0.000
H 3.046972 0.782987 -1.087564 -0.01 0.05 -0.04 -0.002
H 3.770252 1.733824 -3.255029 -0.03 0.01 0.00 0.000
H 4.205104 0.228921 -5.169950 0.05 0.01 0.00 0.000
H 4.041530 -2.214274 -4.877793 -0.03 0.00 -0.01 0.000
H 3.373037 -3.162566 -2.709013 -0.02 0.04 -0.03 0.001
H 3.670001 -3.764623 1.711480 -0.01 -0.03 0.03 0.001
H 3.447678 -6.216931 1.819014 -0.01 0.01 0.01 0.000
H 2.165105 -7.426079 0.085827 -0.03 0.00 0.01 0.000
H 1.069735 -6.162198 -1.735129 0.01 0.03 -0.03 0.000
H 1.334047 -3.714138 -1.867222 -0.14 0.02 -0.02 -0.001
Se -1.931852 -1.481720 1.824840 -0.29 0.33 -0.45 0.369
C 0.519802 -1.852122 3.258911 -0.43 -0.28 -0.12 0.012
N -0.577059 -2.131410 2.868061 0.68 -0.04 0.36 -0.004
```
Forces are in eV/Å.

Record 3
Entry from the Open Molecules 2025 dataset: C26H60IN2NbO6PS as an isolated structure (ωB97M-V with the def2-TZVPD basis set).

Its spin multiplicity is 1. The calculation puts the LUMO energy at 2.11 eV. The calculation puts the energy at -72974.0836 eV. The HOMO energy comes out at -0.1453 Ha. Its charge is -1.

Structure (XYZ):
```
98
Properties=species:S:1:pos:R:3:forces:R:3:lowdin_charge:R:1
C 3.463410 2.923155 0.993979 0.09 0.14 0.04 -0.097
C 2.943287 1.483729 0.965502 -0.11 -0.10 0.06 -0.262
C 2.388560 1.056504 -0.389520 -0.18 0.20 -0.31 -0.291
C 2.029135 -0.433802 -0.551764 0.41 0.71 0.36 -0.331
Nb 3.066216 -2.358208 0.088435 -0.36 -0.69 -0.38 1.083
I 0.927529 -4.171386 -0.265262 0.27 0.03 0.03 0.130
C 2.472037 -1.848853 2.229764 -0.49 0.05 0.03 -0.375
C 1.005703 -1.950903 2.730319 0.07 -0.24 0.13 -0.320
C 0.253182 -0.629130 2.961741 -0.03 0.11 0.11 -0.206
C -0.832766 -0.380901 1.909073 -0.09 -0.13 -0.09 -0.224
C -1.160938 1.081126 1.642976 -0.17 0.00 0.08 -0.215
C -2.170582 1.306334 0.509162 -0.04 0.12 -0.02 -0.194
C -1.728303 0.799289 -0.883090 0.14 0.11 -0.06 -0.195
C -2.498960 -0.373783 -1.500444 0.03 -0.09 -0.01 -0.203
C -2.591036 -1.631633 -0.634201 0.07 0.02 -0.09 -0.189
C -3.447568 -2.727917 -1.284672 0.11 -0.02 -0.05 -0.218
O -4.421216 -3.282897 -0.409082 -0.01 -0.04 0.06 -0.224
C -3.858033 -3.991784 0.680473 0.09 -0.07 0.00 -0.105
C 5.082741 -1.471993 0.409944 0.29 -0.49 -0.22 -0.375
C 5.665085 -0.461132 -0.585803 0.14 0.04 -0.04 -0.319
C 6.426066 0.675533 0.112088 0.13 -0.38 0.12 -0.249
S 6.756357 2.024489 -0.977189 -0.09 0.28 0.15 0.591
O 5.536740 2.516016 -1.563518 0.47 -0.29 -0.17 -0.290
O 7.924418 1.718157 -1.745815 -0.41 0.16 -0.07 -0.275
O 7.217862 3.164275 0.060153 0.18 0.05 0.04 -0.174
P 3.779773 -3.131371 -2.307122 -0.36 0.36 -0.07 0.581
C 2.298409 -3.363678 -3.406641 -0.04 -0.15 -0.11 -0.486
C 4.662143 -1.893739 -3.382074 0.17 -0.03 -0.03 -0.416
H 2.917120 3.554458 0.282972 0.02 -0.06 0.08 0.075
H 3.356504 3.359215 1.992534 0.01 -0.01 -0.05 0.067
H 4.524974 2.989404 0.722623 -0.30 -0.06 -0.03 0.022
H 3.724989 0.779920 1.262368 -0.03 0.09 0.08 0.067
H 2.145422 1.397292 1.708904 0.09 -0.11 -0.01 0.082
H 1.492548 1.682006 -0.564191 0.13 -0.07 -0.07 0.093
H 3.096295 1.360726 -1.174845 -0.01 -0.14 0.15 0.087
H 1.026659 -0.590436 -0.115044 0.28 -0.19 0.07 0.003
H 1.891758 -0.610398 -1.634840 0.09 -0.18 0.13 0.027
H 3.947167 -3.752894 0.905983 0.10 0.61 0.37 -0.098
H 2.847909 -0.837821 2.438034 -0.06 -0.08 -0.07 0.011
H 3.085737 -2.519457 2.843203 -0.01 0.04 -0.18 0.012
H 0.412464 -2.536850 2.022683 0.00 -0.04 0.11 -0.015
H 0.994338 -2.543899 3.655182 0.00 0.13 -0.05 0.090
H -0.205422 -0.645889 3.959468 0.03 0.12 -0.12 0.104
H 0.949152 0.215993 2.968744 0.01 -0.08 0.00 0.086
H -1.756639 -0.895848 2.214767 0.14 -0.01 -0.08 0.115
H -0.515342 -0.868560 0.981510 -0.09 0.11 0.12 0.061
H -1.567193 1.521186 2.562866 0.15 0.07 -0.12 0.107
H -0.246808 1.644237 1.414817 -0.02 -0.12 0.04 0.095
H -2.328826 2.389762 0.422311 -0.06 -0.11 0.12 0.090
H -3.145330 0.890042 0.800154 0.10 -0.07 -0.13 0.109
H -0.660075 0.542364 -0.862040 -0.15 0.03 0.09 0.086
H -1.810610 1.641780 -1.581037 0.07 -0.15 -0.01 0.103
H -1.980509 -0.656266 -2.427547 -0.12 0.09 0.03 0.117
H -3.504729 -0.052043 -1.804498 0.04 -0.03 0.17 0.112
H -1.574851 -2.002425 -0.459108 -0.14 -0.03 0.04 0.065
H -3.015236 -1.407311 0.350106 -0.03 0.07 -0.15 0.102
H -4.015783 -2.325488 -2.129630 0.02 0.00 0.10 0.116
H -2.810724 -3.541194 -1.664163 -0.03 0.12 -0.01 0.120
H -4.013875 -3.453574 1.622462 0.01 -0.01 -0.08 0.084
H -2.780058 -4.141156 0.550882 -0.09 -0.04 0.02 0.079
H -4.342977 -4.971725 0.747465 0.05 0.09 0.04 0.083
H 5.012840 -1.035641 1.417772 -0.20 -0.10 -0.09 0.037
H 5.764735 -2.322808 0.508247 0.04 0.21 0.05 0.021
H 6.372026 -0.991501 -1.227614 -0.10 0.15 -0.10 0.094
H 4.911655 -0.020392 -1.241145 -0.08 -0.01 0.10 0.065
H 5.881483 1.057940 0.979501 -0.04 0.09 -0.20 0.091
H 7.422677 0.361645 0.439814 -0.18 -0.02 0.08 0.114
H 6.433057 3.674680 0.308464 0.02 -0.02 -0.05 0.070
H 1.502186 -2.635344 -3.216616 0.10 -0.03 -0.03 -0.005
H 2.625435 -3.264928 -4.447104 -0.08 -0.07 0.07 0.007
H 1.881856 -4.362225 -3.264454 -0.01 0.11 -0.02 -0.028
H 4.239621 -0.884742 -3.336407 -0.01 -0.06 0.01 0.021
H 5.719653 -1.839479 -3.121332 -0.06 0.05 0.01 0.000
H 4.602817 -2.244138 -4.418232 0.03 0.06 0.11 0.010
C -7.402747 -3.066152 -1.606610 0.01 0.03 -0.08 -0.011
C -7.994124 -1.820093 -2.221105 -0.03 -0.03 0.11 -0.545
O -7.490490 -1.256080 -3.175172 0.01 0.00 -0.05 0.034
N -9.141224 -1.332601 -1.660377 -0.05 0.04 -0.02 -0.001
C -9.872170 -1.855237 -0.530043 0.03 -0.05 0.04 -0.091
H -6.493749 -3.314488 -2.143034 0.00 0.00 0.00 0.074
H -7.140522 -2.911587 -0.560529 0.02 0.00 0.00 0.081
H -8.104187 -3.899984 -1.671833 0.00 -0.01 0.01 0.085
H -9.485901 -0.499890 -2.110232 0.02 0.01 -0.01 0.134
H -10.892686 -2.134506 -0.802323 0.01 0.00 -0.04 0.079
H -9.923443 -1.132391 0.287188 0.03 0.02 -0.01 0.080
H -9.373037 -2.743099 -0.154692 -0.02 -0.01 0.03 0.068
C -1.972423 5.417074 1.920057 0.01 -0.01 0.05 -0.014
C -0.574999 4.947969 2.267064 -0.01 0.00 -0.23 -0.545
O -0.382806 3.951503 2.935621 0.01 0.03 0.17 0.039
N 0.470529 5.670526 1.775086 0.09 0.03 0.07 0.010
C 0.430972 6.853613 0.948276 -0.06 0.01 -0.05 -0.085
H -2.669554 4.721625 2.377313 -0.01 0.01 0.00 0.082
H -2.162009 6.423402 2.296589 0.00 0.00 0.01 0.079
H -2.129404 5.424581 0.840680 0.01 -0.01 -0.01 0.082
H 1.371205 5.283717 2.012050 0.00 -0.04 -0.02 0.128
H 0.909496 6.683709 -0.018401 0.00 -0.04 0.00 0.083
H 0.927088 7.698762 1.430384 0.00 -0.02 0.03 0.080
H -0.601161 7.135916 0.762646 0.01 0.03 -0.02 0.068
```
Forces are in eV/Å.

Record 4
Entry from the Open Molecules 2025 dataset: C2H3NO2S2 as an isolated structure (ωB97M-V with the def2-TZVPD basis set).

Its spin multiplicity is 1. The calculation puts the LUMO energy (spin up / spin down) at -1.70 / -1.98 eV. The calculation puts the energy at -29372.9353 eV. The HOMO energy (spin up / spin down) comes out at -0.3479 / -0.2999 Ha. As for the energy relative to the best compared isomer or geometry (same formula, charge and spin): 116.28 kcal per mole.

Structure (XYZ):
```
10
Properties=species:S:1:pos:R:3:forces:R:3:nbo_charge:R:1
C 1.305347 0.184355 0.921302 0.88 -0.29 1.07 0.011
C 1.349955 0.997428 -0.208145 -1.99 -1.72 2.34 -0.444
N 0.139231 -0.197708 1.456439 0.68 0.73 -0.91 -0.665
O -2.213831 0.611788 0.952123 -1.39 0.89 0.74 -0.896
O -1.522055 -1.831358 -1.418064 1.51 0.47 0.18 -0.576
S -0.031129 1.324251 -1.042754 -1.66 0.32 -0.08 0.222
S -1.040200 0.033038 0.391809 -0.48 -1.72 -0.78 1.481
H 2.208613 -0.186416 1.460974 -0.63 0.56 -0.71 0.222
H 2.124530 1.272546 -0.746643 4.38 1.07 -1.73 0.223
H -2.320461 -2.207924 -1.767038 -1.29 -0.32 -0.13 0.420
```
Forces are in eV/Å.